{"formula": "C2H6N2O2", "method": "wB97M-V/def2-TZVPD", "multiplicity": 3, "charge": 0, "fmax_ha_per_bohr": 0.08054, "e_homo_ev": [-7.0, -9.6], "lumo_energy_ev": [0.8885, -2.5941], "total_energy_ev": -9239.43716, "orbital_gap_ev": [7.9, 7.0], "elements": ["C", "C", "N", "N", "O", "O", "H", "H", "H", "H", "H", "H"], "xyz": [[-2.365850, -0.108142, 0.024601], [2.171724, 0.335108, -0.021152], [-1.223882, 0.789366, -0.057073], [-0.138254, 0.157792, -0.030464], [1.980993, -0.923440, -0.360340], [0.976749, 1.141783, -0.037482], [-2.404516, -0.795799, -0.934257], [-3.307409, 0.356946, 0.216384], [-2.341561, -0.980327, 0.819163], [1.253962, -1.396846, 0.147677], [2.529406, 0.629941, 1.042379], [2.868633, 0.793620, -0.809432]], "forces_ev_per_a": [[-0.249, -3.423, -0.320], [1.451, 3.687, 1.206], [-2.285, -1.720, 0.248], [2.618, 2.690, -0.243], [-0.799, -3.175, 0.207], [-1.593, -1.832, -0.461], [-0.117, 1.763, 1.331], [-0.362, 0.751, -0.336], [0.628, 1.971, -0.809], [1.369, 1.183, -0.627], [0.187, -1.332, -1.393], [-0.847, -0.563, 1.195]], "mulliken_charge": [-0.66, 0.01, -0.37, 0.16, -0.47, -0.22, 0.24, 0.32, 0.23, 0.40, 0.18, 0.18]}



{"formula": "C37H28BrN3OS2Tm", "method": "wB97M-V/def2-TZVPD", "multiplicity": 3, "charge": -1, "fmax_ha_per_bohr": 0.06831, "e_homo_ev": [-5.0, -5.0], "lumo_energy_ev": [2.5334, 2.5331], "total_energy_ev": -166586.98001, "orbital_gap_ev": [7.5, 7.5], "elements": ["Tm", "C", "C", "N", "N", "C", "S", "S", "C", "C", "C", "C", "C", "C", "C", "C", "C", "C", "C", "C", "C", "O", "H", "H", "H", "H", "H", "H", "H", "H", "H", "H", "H", "H", "H", "H", "Br", "C", "C", "C", "C", "C", "C", "C", "C", "C", "C", "H", "H", "H", "H", "H", "H", "C", "C", "C", "C", "N", "C", "C", "C", "C", "C", "C", "C", "H", "H", "H", "H", "H", "H", "H", "H"], "xyz": [[-0.027454, 1.075943, 0.241711], [-1.333823, 2.402636, -3.225307], [-1.834652, 1.372061, -2.291268], [-1.950831, 1.719162, -0.982199], [-2.609415, 0.717134, -0.250595], [-2.786745, 0.989143, 1.073882], [-2.135425, 2.293929, 1.920568], [-3.772464, -0.226786, 1.879929], [-2.890352, -1.729864, 1.323562], [-3.725792, -2.980784, 1.432728], [-4.301871, -3.530206, 0.277392], [-5.044309, -4.709196, 0.370654], [-5.222699, -5.336289, 1.602886], [-4.649984, -4.784843, 2.752449], [-3.904730, -3.610789, 2.669036], [-2.014422, -0.008807, -2.691091], [-2.915080, -0.411008, -3.691172], [-3.057621, -1.749942, -4.020876], [-2.274922, -2.716549, -3.369021], [-1.357080, -2.347116, -2.390166], [-1.236984, -1.002681, -2.008364], [-0.358771, -0.643460, -1.050899], [-1.508987, 3.387517, -2.794563], [-1.785813, 2.307053, -4.210030], [-0.242177, 2.290675, -3.336391], [-2.019692, -1.818652, 1.972321], [-2.561143, -1.580688, 0.293912], [-4.135113, -3.042847, -0.675540], [-5.490720, -5.135495, -0.524969], [-5.804135, -6.255388, 1.682381], [-4.796518, -5.252344, 3.713179], [-3.461791, -3.187831, 3.557570], [-3.520903, 0.337464, -4.189981], [-3.782903, -2.051704, -4.776587], [-2.394115, -3.759220, -3.652193], [-0.746197, -3.091193, -1.903010], [0.747157, 4.032968, -1.018472], [2.336192, 3.479533, -1.901645], [3.000848, 4.402266, -2.717724], [4.216873, 4.054140, -3.363378], [4.742470, 2.786431, -3.185392], [4.085775, 1.827099, -2.368225], [4.664195, 0.569750, -2.170224], [4.027881, -0.329231, -1.345980], [2.783763, -0.022488, -0.756952], [2.163857, 1.188328, -0.921760], [2.829622, 2.160048, -1.716476], [2.562628, 5.385085, -2.806245], [4.727652, 4.772453, -3.992073], [5.685589, 2.503804, -3.630486], [5.605980, 0.321183, -2.658586], [4.467980, -1.303749, -1.154289], [2.344584, -0.815391, -0.162123], [1.985161, 4.359054, 3.291223], [2.910623, 3.606727, 4.025018], [2.911902, 2.207177, 3.873492], [2.006462, 1.602794, 2.968780], [1.156917, 2.360680, 2.211175], [1.128275, 3.697125, 2.412478], [1.878136, 0.172458, 2.804487], [2.767148, -0.688814, 3.506916], [2.645328, -2.072608, 3.407315], [1.667227, -2.597416, 2.584588], [0.783164, -1.746369, 1.896664], [0.903598, -0.381727, 1.975174], [1.897939, 5.431137, 3.388994], [3.618041, 4.090091, 4.686848], [3.585635, 1.581570, 4.440995], [0.365799, 4.238083, 1.868629], [3.532014, -0.226347, 4.121633], [3.323617, -2.711360, 3.961273], [1.558217, -3.670057, 2.477770], [0.037384, -2.193464, 1.236643]], "forces_ev_per_a": [[0.781, 0.052, 0.785], [0.442, 0.358, 0.111], [-0.043, 0.560, 3.467], [-0.799, -0.618, -2.945], [-0.244, 0.480, 1.932], [0.710, 0.002, -2.891], [0.251, 0.187, 0.190], [-0.307, -0.419, 0.295], [0.062, -0.289, -0.009], [-0.074, 0.149, -0.155], [0.009, -0.301, 0.710], [0.048, 0.150, 0.013], [0.098, 0.101, 0.193], [-0.054, 0.243, -0.465], [-0.291, -0.275, -0.556], [-0.381, -1.246, -0.402], [0.555, 0.047, 0.315], [-0.039, -0.297, 0.010], [-0.029, 0.483, -0.051], [-0.635, -0.063, -0.485], [1.310, 1.078, 1.230], [-1.199, -0.687, -1.270], [-0.064, 0.006, -0.217], [-0.067, -0.027, -0.056], [-0.255, -0.072, -0.139], [0.072, 0.016, -0.072], [-0.077, 0.080, 0.127], [-0.055, 0.005, -0.021], [0.082, 0.043, 0.128], [0.129, 0.223, -0.088], [-0.006, -0.138, 0.113], [0.095, 0.100, 0.091], [0.003, 0.010, 0.000], [0.184, 0.064, 0.169], [0.093, 0.077, 0.103], [0.094, 0.011, 0.145], [0.050, -0.070, 0.027], [1.381, 0.514, -1.206], [-0.554, -0.808, 0.813], [-0.216, -0.804, 0.346], [-0.614, 0.693, 0.238], [-0.558, 1.248, -0.179], [-0.153, -0.825, 0.518], [0.319, -0.001, -0.301], [0.656, -0.289, -0.228], [-1.064, 0.563, 0.430], [0.682, -0.537, -0.105], [0.132, 0.144, -0.162], [-0.057, 0.056, 0.048], [0.094, 0.041, -0.159], [-0.157, 0.096, 0.091], [0.036, 0.041, -0.068], [-0.180, 0.067, 0.024], [-0.105, -0.516, -0.051], [-0.415, -0.949, -0.667], [-0.580, 0.988, -0.398], [-0.312, 1.801, -0.279], [0.611, 0.652, 0.632], [0.502, -0.965, 0.415], [1.136, -2.285, 0.717], [-0.647, 0.580, -0.319], [0.351, 0.656, 0.089], [-0.855, -0.012, -0.289], [0.842, -1.346, 0.347], [-1.129, 1.452, -0.798], [0.103, 0.046, 0.073], [-0.050, -0.029, 0.058], [-0.017, 0.250, 0.026], [0.066, 0.024, -0.101], [0.065, -0.479, 0.048], [-0.012, -0.038, -0.073], [0.053, -0.093, 0.051], [0.196, 0.044, 0.084]], "mulliken_charge": [-0.63, -1.37, 0.54, -0.51, -0.32, 0.53, -0.33, -0.24, 1.39, -0.24, -0.28, -0.60, -0.37, -0.66, -0.19, 0.77, -0.94, -0.73, -0.55, -0.67, 0.41, 0.27, 0.33, 0.48, 0.13, 0.04, -0.90, 0.42, 0.38, 0.35, 0.37, 0.43, 0.43, 0.35, 0.42, 0.42, -0.04, 0.58, -0.65, -0.62, -0.82, 1.01, -0.84, -1.15, -0.53, 0.83, 0.18, 0.40, 0.37, 0.35, 0.31, 0.41, 0.29, -1.17, -0.41, -1.14, 0.56, 0.56, -0.22, 1.13, -0.94, -0.88, -0.97, 0.01, 0.39, 0.38, 0.41, 0.31, 0.56, 0.26, 0.38, 0.42, 0.36]}



{"formula": "C26H31BN6NiPS2", "method": "wB97M-V/def2-TZVPD", "multiplicity": 3, "charge": 1, "fmax_ha_per_bohr": 0.03590, "e_homo_ev": [-10.4, -10.5], "lumo_energy_ev": [-3.0875, -3.3740], "total_energy_ev": -109078.86892, "orbital_gap_ev": [7.3, 7.1], "elements": ["Ni", "C", "C", "C", "C", "N", "C", "C", "C", "C", "C", "C", "N", "H", "H", "H", "H", "H", "H", "H", "H", "C", "N", "C", "C", "N", "B", "N", "C", "C", "N", "C", "C", "S", "C", "S", "H", "H", "H", "H", "H", "H", "H", "H", "H", "H", "H", "H", "C", "P", "C", "C", "C", "C", "C", "C", "C", "H", "H", "H", "H", "H", "H", "H", "H", "H", "H", "H"], "xyz": [[1.453969, 0.013050, 0.104891], [-1.383182, -2.737984, 1.778637], [-3.019489, -1.376064, 1.382520], [-2.564594, -0.006405, 1.030770], [-1.738701, 0.084178, -0.009319], [0.175048, -1.481157, 0.520986], [-0.082661, -2.036338, 1.618691], [-1.011682, 1.106636, -0.712655], [-1.276212, 2.468515, -0.813260], [-0.574767, 3.212507, -1.747823], [0.351295, 2.574575, -2.563406], [0.597555, 1.225758, -2.365687], [-0.040321, 0.504987, -1.442915], [-1.222776, -3.783365, 2.044621], [-4.110217, -1.436604, 1.369890], [-2.932605, 0.830352, 1.607037], [0.613171, -2.026046, 2.454883], [-2.034086, 2.915695, -0.190512], [-0.769206, 4.268051, -1.867502], [0.869320, 3.112434, -3.340115], [1.288589, 0.690586, -3.006517], [4.607320, -2.127075, -1.605298], [4.160236, -0.763439, -1.526058], [4.267223, 0.203562, -2.490448], [3.747309, 1.344301, -1.978238], [3.320301, 1.116717, -0.689870], [3.470816, 2.274368, 0.415952], [2.154758, 3.080452, 0.577673], [1.990573, 4.396295, 0.253733], [0.868499, 4.861659, 0.858856], [0.323350, 3.813104, 1.551073], [-0.833217, 3.846180, 2.401687], [1.121750, 2.737330, 1.361499], [0.807462, 1.208782, 2.025645], [3.570851, -0.201281, -0.444940], [3.263002, -1.051886, 0.997383], [4.982019, -2.324151, -2.606549], [3.778648, -2.801172, -1.381799], [5.402113, -2.314618, -0.881095], [4.693809, -0.001431, -3.450573], [3.661575, 2.310400, -2.430395], [4.305323, 3.013754, 0.016887], [3.719766, 1.750816, 1.450873], [2.699886, 4.906997, -0.362896], [0.428811, 5.837344, 0.865682], [-1.564521, 4.547317, 2.005397], [-0.563913, 4.153116, 3.413495], [-1.254857, 2.842500, 2.450202], [-0.173503, -2.581591, -1.788843], [-1.326864, -1.566755, -0.753288], [-2.634487, -1.365471, -2.090741], [-2.272379, -2.463501, 0.548008], [-2.415320, -2.009232, 2.664796], [-3.374749, -2.993133, 3.245453], [-3.996757, -3.945804, 2.539503], [-3.899573, -4.231675, 1.117874], [-3.151718, -3.608245, 0.200021], [-0.737808, -3.267605, -2.414315], [0.511361, -3.129720, -1.143289], [0.393378, -1.903981, -2.425990], [-2.809820, -2.273443, -2.664752], [-2.309796, -0.587127, -2.783116], [-3.572696, -1.044313, -1.638462], [-2.006654, -1.319768, 3.404220], [-3.568058, -2.911099, 4.304945], [-4.663348, -4.608613, 3.073155], [-4.524033, -5.050688, 0.787544], [-3.184519, -3.921538, -0.833819]], "forces_ev_per_a": [[-1.153, -0.893, 1.132], [0.088, -0.268, 0.061], [-0.273, 0.053, 0.189], [0.313, 0.163, -0.595], [-0.223, -0.548, 0.247], [-0.194, 0.438, -0.167], [0.152, -0.004, -0.293], [0.019, 0.483, -0.187], [0.114, -0.197, -0.022], [-0.002, -0.191, 0.060], [0.062, -0.167, 0.023], [-0.081, 0.508, -0.441], [0.080, 0.859, -0.378], [-0.050, -0.041, -0.015], [0.034, -0.029, -0.108], [0.026, 0.207, 0.087], [0.148, 0.097, 0.181], [-0.145, 0.024, 0.020], [-0.026, 0.054, -0.005], [0.079, 0.046, -0.090], [0.138, 0.013, 0.131], [0.102, -0.593, 0.066], [-0.522, 0.648, 0.154], [-0.156, 0.694, -0.228], [0.283, -0.185, -0.930], [0.172, -0.197, 0.145], [-0.283, -0.094, 0.172], [-0.341, -0.085, 0.220], [-0.323, 0.724, -0.025], [0.408, 0.354, -0.387], [0.643, -0.316, -0.308], [-0.338, 0.016, 0.333], [-0.310, -0.081, 0.390], [0.100, -0.401, -0.215], [1.400, -0.912, 0.650], [0.306, -0.071, -0.004], [-0.033, 0.060, -0.004], [0.065, 0.033, -0.021], [-0.069, 0.062, -0.044], [0.114, 0.005, -0.186], [0.065, 0.199, -0.057], [0.219, 0.252, -0.194], [0.108, -0.134, 0.096], [0.148, 0.151, -0.088], [-0.068, 0.198, -0.012], [0.001, 0.003, -0.049], [0.008, -0.016, -0.037], [-0.022, 0.069, -0.024], [-0.154, 0.115, 0.231], [-0.507, -0.569, 0.561], [0.203, -0.082, 0.241], [0.269, 0.067, -0.317], [0.065, 0.175, 0.225], [-0.171, -0.182, 0.039], [0.016, 0.152, 0.600], [0.049, -0.136, -0.676], [-0.178, -0.164, 0.062], [-0.061, -0.017, -0.081], [-0.018, 0.015, -0.090], [0.010, -0.033, -0.063], [0.021, -0.056, -0.021], [0.004, 0.033, -0.069], [-0.024, 0.009, -0.001], [-0.079, -0.021, 0.048], [-0.072, -0.099, 0.111], [-0.056, 0.018, 0.133], [0.005, -0.058, -0.110], [-0.105, -0.159, -0.062]], "mulliken_charge": [0.07, -0.26, -0.54, -1.00, 0.09, 0.26, -1.31, 0.11, -0.18, -0.86, -1.09, -0.97, 0.21, 0.64, 0.61, 0.53, 0.36, 0.73, 0.49, 0.53, 0.66, -0.79, 0.21, -0.44, -1.00, 0.52, -0.44, 0.39, -0.65, -0.55, 0.38, -0.81, -0.15, -0.36, 0.25, -0.37, 0.33, 0.28, 0.34, 0.49, 0.61, -0.17, 0.01, 0.57, 0.52, 0.37, 0.29, 0.23, -1.39, 1.93, -1.39, 1.23, -0.09, -1.06, -0.43, -0.50, -1.23, 0.45, 0.37, 0.31, 0.43, 0.40, 0.38, 0.74, 0.47, 0.44, 0.45, 0.35]}